[1]
ORCA calculation (ωB97M-V/def2-TZVPD) on a structure of composition C19H25N3O5S.

Each line ends with the natural charge from an NBO analysis.
Positions of all 53 atoms, in Å:
C: 2.15446 -0.83256 -3.31336  -0.525
C: 1.09211 -0.97325 -2.16810  0.008
O: 1.75233 -0.42905 -0.93976  -0.492
C: 1.12724 -0.25983 0.08009  0.451
C: -0.14072 -0.76259 0.10061  -0.421
C: -0.76244 -0.41242 1.42114  0.135
C: -0.07105 0.18890 2.49164  0.196
C: 1.31918 0.31535 2.44807  -0.210
C: 1.94863 0.28508 1.20208  0.059
N: 3.14447 0.76766 1.02556  -0.597
C: 3.84041 1.54288 0.23629  0.688
O: 5.11917 1.56099 0.04409  -0.618
C: 2.84829 2.05345 -1.08165  0.187
C: 3.12669 2.64552 -2.07205  -0.302
C: 2.01375 3.09072 -2.67749  -0.336
C: 1.05101 3.22508 -1.68488  0.146
O: 1.49241 2.49329 -0.73768  -0.449
H: 0.01279 3.48783 -1.62283  0.200
H: 1.75589 3.55681 -3.49121  0.208
H: 4.07465 2.64650 -2.61556  0.251
H: 3.91977 0.41315 1.74817  0.420
H: 1.88340 1.01875 3.33686  0.231
O: -0.75754 0.09758 3.91057  -0.546
C: -0.09088 0.52612 5.05081  -0.006
C: 0.91196 -1.02986 5.64613  -0.649
H: 1.49747 -1.08469 4.81077  0.194
H: 0.12953 -1.71104 5.45404  0.216
H: 1.24987 -0.58722 6.60512  0.223
H: -0.87361 0.66259 5.67379  0.178
H: 0.43429 1.31088 4.87074  0.141
N: -2.06412 -0.94111 1.81339  -0.569
C: -3.06085 -0.90964 0.79833  0.367
N: -3.05345 0.07457 -0.14095  -0.601
H: -2.14967 0.56219 -0.39370  0.400
C: -3.81897 0.01813 -1.44461  -0.363
C: -3.00013 -0.41164 -2.37413  -0.092
O: -2.12944 -1.71974 -2.31982  -0.502
C: -2.97719 -2.52716 -2.16629  -0.269
H: -3.48099 -2.92767 -3.04335  0.160
H: -3.41587 -2.66211 -1.19607  0.194
H: -2.26921 -3.43668 -2.17975  0.175
H: -2.24204 0.64235 -2.78623  0.173
H: -3.57903 -0.55532 -3.49773  0.229
H: -4.63238 -0.66832 -1.32306  0.263
H: -4.14144 0.95908 -1.54642  0.244
S: -4.64873 -1.77130 1.07861  -0.362
H: -2.42707 -1.24656 2.53530  0.408
H: -0.84568 -1.09072 -0.65193  0.274
H: 0.37313 -0.43008 -2.36343  0.166
H: 1.02646 -1.83780 -1.92251  0.166
H: 3.12626 -1.50416 -2.99969  0.197
H: 1.79682 -1.39110 -4.16931  0.211
H: 2.41007 -0.03181 -3.45863  0.154

Atomic forces in eV per Å
C -2.953 -17.783 4.900
C 10.914 5.944 -0.908
O 5.162 -0.298 -8.185
C -1.444 0.055 4.899
C -3.043 2.438 5.984
C -0.555 -1.393 1.785
C -0.725 -2.302 2.947
C 1.457 4.086 1.019
C -7.365 -1.804 0.597
N 8.135 -0.577 3.902
C 1.790 0.399 -7.538
O -5.161 0.466 1.799
C -2.386 -4.157 15.617
C 6.958 3.340 -12.100
C -4.525 2.758 2.449
C 0.851 -1.569 -3.200
O 1.879 -2.784 4.846
H -0.134 0.413 -0.222
H -0.010 2.328 -5.041
H -0.094 -0.151 0.565
H -2.263 0.602 -1.587
H -1.500 -2.561 -2.462
O 0.322 -0.017 -4.914
C 0.172 -8.304 -0.712
C -3.016 5.533 0.333
H 2.508 -0.122 -1.490
H -0.879 -0.968 1.099
H 0.046 -1.450 -0.586
H -2.011 0.595 2.664
H 3.797 4.970 -0.654
N 2.986 4.561 -14.111
C -2.954 0.056 2.399
N 1.767 -0.063 -1.042
H -1.101 -0.761 1.179
C -2.873 -2.179 8.424
C 7.976 0.801 -13.290
O 6.556 15.729 -1.239
C -5.142 -15.221 1.397
H -1.586 0.851 -0.394
H -1.266 0.323 0.372
H -1.087 -0.589 0.684
H -1.429 -3.401 1.455
H 1.317 0.246 3.199
H -0.830 -0.181 0.606
H -1.522 3.381 -1.070
S 3.119 1.123 -0.349
H -3.158 -3.655 9.583
H 0.853 -0.344 -0.276
H -7.635 4.810 -1.674
H -2.025 -10.693 2.269
H -2.254 1.791 -0.551
H -0.280 0.329 -0.385
H 4.641 15.402 -2.993

## Properties
relative energy (zero: lowest compared OMol25 entry of this formula, charge and spin) = 529.0 kcal/mol
multiplicity = 1
frontier orbital gap = 7.568 eV


[2]
ORCA calculation (ωB97M-V/def2-TZVPD) on a structure of composition C19H25N3ORhS2.

Each line ends with the natural charge from an NBO analysis.
Positions of all 51 atoms, in Å:
Rh: -0.15083 -1.72431 -0.20096  0.792
C: -3.48418 -0.93149 -0.67250  -0.414
N: -2.20188 -0.56483 -0.05560  -0.505
C: -1.69608 0.75258 -0.41218  -0.232
C: -1.06043 0.66589 -1.78719  -0.238
N: -0.14244 -0.51659 -1.91030  -0.393
C: -0.65086 -1.43507 -2.97563  -0.422
C: 1.26917 -0.20292 -2.19107  0.160
C: 1.64884 0.91769 -2.91797  -0.255
C: 2.99226 1.14917 -3.17771  -0.213
C: 3.94698 0.24768 -2.72444  -0.187
C: 3.56168 -0.88385 -2.02369  -0.206
C: 2.21361 -1.12949 -1.76046  -0.245
S: 1.75937 -2.61326 -0.91297  0.038
C: -2.22712 -0.87162 1.35550  0.196
C: -2.50411 0.07367 2.33180  -0.266
C: -2.43806 -0.26910 3.67201  -0.200
C: -2.09941 -1.56597 4.03707  -0.195
C: -1.82921 -2.51211 3.06406  -0.191
C: -1.90766 -2.19193 1.70953  -0.250
S: -1.46205 -3.40756 0.46198  0.023
H: -4.28842 -0.32501 -0.24612  0.205
H: -3.68251 -1.98452 -0.48365  0.236
H: -3.44970 -0.77490 -1.75006  0.202
H: -0.93277 1.01499 0.31914  0.221
H: -2.46147 1.53717 -0.38759  0.212
H: -0.51529 1.58738 -1.96987  0.228
H: -1.81316 0.58268 -2.56978  0.218
H: -0.69490 -0.89224 -3.92257  0.209
H: -1.64037 -1.78919 -2.69867  0.221
H: 0.02020 -2.28440 -3.06281  0.245
H: 0.91149 1.60844 -3.30356  0.222
H: 3.28542 2.02438 -3.74138  0.233
H: 4.99648 0.42648 -2.91906  0.234
H: 4.30386 -1.58893 -1.67163  0.239
H: -2.77200 1.08336 2.04234  0.220
H: -2.65191 0.47389 4.42960  0.228
H: -2.03888 -1.83882 5.08186  0.233
H: -1.54865 -3.51991 3.34355  0.236
C: 0.97795 1.82683 2.84617  -0.430
N: 1.76191 1.67131 1.62467  -0.371
C: 2.69428 2.73375 1.23749  -0.415
C: 1.64873 0.60045 0.86376  0.541
O: 0.87642 -0.34981 1.12019  -0.682
H: 1.64880 2.03825 3.67767  0.222
H: 0.43128 0.90867 3.03713  0.248
H: 0.27557 2.65494 2.73862  0.210
H: 2.94699 3.31264 2.12194  0.228
H: 2.24957 3.39953 0.49821  0.211
H: 3.60843 2.30163 0.83639  0.225
H: 2.31508 0.57436 -0.00127  0.172

Atomic forces in eV per Å
Rh -0.786 0.988 -0.053
C 0.138 0.096 -0.169
N 0.177 -0.292 0.626
C 0.028 -0.069 0.034
C 0.115 0.179 -0.109
N 0.183 -0.156 0.043
C 0.043 0.098 -0.124
C -0.266 0.077 -0.119
C 0.080 0.017 0.027
C -0.076 0.003 0.000
C 0.017 -0.030 0.050
C 0.045 0.122 -0.123
C 0.214 -0.394 0.055
S 0.392 -0.403 -0.120
C -0.075 -0.178 0.296
C -0.073 0.008 -0.236
C 0.011 -0.092 0.158
C -0.055 0.173 -0.023
C -0.059 -0.332 -0.199
C -0.182 0.197 0.215
S 0.223 -0.231 0.149
H -0.027 -0.021 -0.016
H -0.011 0.001 0.005
H -0.015 0.018 0.005
H -0.060 0.041 0.034
H -0.033 -0.031 -0.125
H 0.037 -0.012 -0.006
H -0.036 -0.006 0.027
H -0.001 -0.012 -0.007
H -0.015 0.003 0.006
H 0.031 0.006 -0.007
H 0.017 0.006 -0.009
H 0.003 -0.013 0.006
H -0.016 -0.009 -0.002
H -0.023 -0.009 0.003
H 0.023 -0.005 0.001
H 0.006 -0.019 -0.014
H 0.007 -0.008 -0.009
H 0.011 0.025 0.026
C 0.003 0.053 -0.080
N 0.090 -0.018 -0.053
C -0.045 -0.040 0.101
C 0.122 -0.223 0.341
O -0.103 0.419 -0.543
H -0.011 -0.018 0.006
H -0.011 -0.004 0.008
H 0.015 0.009 0.006
H 0.028 -0.013 0.001
H -0.025 0.021 0.023
H -0.010 0.011 -0.039
H -0.042 0.067 -0.068

## Properties
relative energy (zero: lowest compared OMol25 entry of this formula, charge and spin) = 8.7 kcal/mol
net charge = +1
multiplicity = 1
frontier orbital gap (alpha / beta) = 6.455 / 6.264 eV